# 1
{"formula": "C4H11N2", "method": "ωB97M-V/def2-TZVPD", "e_tot_ha": -268.395302, "s_squared": 0.753, "multiplicity": 2, "charge": 0, "symbols": ["C", "H", "C", "H", "H", "C", "H", "H", "H", "H", "H", "H", "N", "N", "H", "H", "C"], "coordinates": [[-1.13, 0.23, -1.61], [-2.76, -1.80, 0.20], [-2.85, -1.28, -0.78], [-3.42, -0.35, -0.67], [0.87, 0.29, 0.27], [1.64, 0.53, 0.99], [-0.87, -1.69, -1.18], [-3.32, -1.83, -1.61], [-1.90, 0.97, -1.63], [3.49, -0.25, 1.78], [2.15, 2.00, 2.34], [0.76, 2.35, 1.44], [-1.52, -0.91, -1.20], [1.55, 1.78, 1.56], [2.74, -1.17, 0.37], [-0.09, 0.52, -1.71], [2.70, -0.33, 1.06]], "lowdin_spin": [0.529, 0.007, 0.022, 0.004, 0.007, 0.005, 0.005, 0.010, 0.055, 0.000, 0.000, 0.002, 0.304, 0.001, 0.000, 0.049, 0.001]}

---

# 2
{"formula": "C4H11N2", "method": "ωB97M-V/def2-TZVPD", "smiles": "CN1CC[NH2+]C1", "e_tot_ha": -268.186643, "multiplicity": 1, "charge": 1, "symbols": ["H", "H", "H", "H", "C", "H", "C", "H", "N", "C", "H", "N", "H", "C", "H", "H", "H"], "coordinates": [[0.99, -0.16, -2.08], [-0.38, -1.24, 1.73], [0.90, 1.99, -0.59], [2.15, 0.26, -1.05], [-1.76, 0.70, 0.68], [-2.08, -0.19, 1.39], [0.33, -0.67, 1.05], [1.58, -2.10, -0.35], [1.15, -0.19, -1.06], [0.80, -1.34, -0.19], [-2.01, 1.68, 1.09], [-0.32, 0.59, 0.67], [-0.12, -1.70, -0.54], [0.31, 1.05, -0.70], [1.08, -0.45, 1.86], [-2.28, 0.54, -0.28], [-0.37, 1.24, -1.65]], "nbo_charge": [0.452, 0.258, 0.234, 0.454, -0.417, 0.211, -0.265, 0.264, -0.543, -0.246, 0.226, -0.423, 0.231, -0.070, 0.227, 0.191, 0.216]}